[1]
Formula: C3H7NO
Source: the OMol25 dataset
Level of theory: ωB97M-V/def2-TZVPD

Summary:
SMILES: O=C[C@H]1CN1.[H][H]
M in g/mol: 73.09
Energy above the lowest of the compared OMol25 structures with the same formula, charge and spin in kcal/mol: 73.1
Calculated total energy in eV: -6759.58009
E_HOMO in eV: -9.86
Lowest unoccupied orbital energy in eV: 0.9
HOMO-LUMO gap in eV: 10.764

CARTESIAN COORDINATES (ANGSTROEM)
O: 1.89741 -0.29443 -0.02121
C: 1.21834 -0.14386 -1.01118
C: -0.24103 0.17233 -0.97184
C: -1.07317 -0.41568 0.11630
N: -0.68445 0.97633 0.17066
H: 1.65761 -0.26241 -2.02239
H: -0.71434 0.33125 -1.94078
H: -0.58104 -1.05172 0.84692
H: -2.10247 -0.67708 -0.12686
H: -1.44991 1.57933 -0.11245
H: 1.16978 -0.16128 2.28441
H: 1.00381 -0.32697 2.99225


[2]
Formula: C3H7NO
Source: the OMol25 dataset
Level of theory: ωB97M-V/def2-TZVPD

Summary:
M in g/mol: 73.09
Energy above the lowest of the compared OMol25 structures with the same formula, charge and spin in kcal/mol: 130.8
Calculated total energy in eV: -6757.07983
E_HOMO in eV: -8.67
Lowest unoccupied orbital energy in eV: 0.9
HOMO-LUMO gap in eV: 9.558

CARTESIAN COORDINATES (ANGSTROEM)
C: 2.04630 0.00512 0.31291
O: 0.74868 -0.34939 -0.22935
C: -0.20266 0.48405 0.22244
C: -1.78003 -0.49106 -0.58407
N: -0.41851 1.48225 0.89626
H: 2.30445 1.03364 0.03646
H: 2.03136 -0.08880 1.40525
H: 2.74552 -0.70638 -0.13245
H: -1.55385 -0.46046 -1.65325
H: -2.79507 -0.09117 -0.41046
H: -1.70100 -1.49736 -0.16347
H: -1.42520 0.67956 0.29973


[3]
Formula: C3H7NO
Source: the OMol25 dataset
Level of theory: ωB97M-V/def2-TZVPD

Summary:
Spin multiplicity: 2
Net charge: +1
M in g/mol: 73.09
Energy above the lowest of the compared OMol25 structures with the same formula, charge and spin in kcal/mol: 86.9
Calculated total energy in eV: -6749.25079
E_HOMO (alpha / beta) in eV: -13.39 / -13.13
<S²>: 0.760
Lowest unoccupied orbital energy (alpha / beta) in eV: -5.6 / -9.9
HOMO-LUMO gap (alpha / beta) in eV: 7.762 / 3.231

CARTESIAN COORDINATES (ANGSTROEM)
C: -1.41847 -1.50285 -0.41833
N: -2.61807 -1.65826 -0.08291
H: -1.19029 -0.98423 -1.33381
H: -0.60591 -1.85945 0.34270
H: -2.71474 -2.17812 0.77844
C: 2.25663 1.73264 -0.11438
C: 1.57263 0.66628 0.27664
O: 0.11412 0.74271 0.29742
H: 3.41595 1.55437 -0.12364
H: 1.92209 2.66988 -0.28105
H: 2.20483 -0.00416 0.95910
H: -0.08318 1.09138 -0.60427


[4]
Formula: C3H7NO2
Source: the OMol25 dataset
Level of theory: ωB97M-V/def2-TZVPD

Summary:
Spin multiplicity: 2
Net charge: -1
M in g/mol: 89.09
Energy above the lowest of the compared OMol25 structures with the same formula, charge and spin in kcal/mol: 38.3
Calculated total energy in eV: -8807.56242
E_HOMO (alpha / beta) in eV: 1.54 / -4.45
<S²>: 0.754
Lowest unoccupied orbital energy (alpha / beta) in eV: 4.1 / 4.3
HOMO-LUMO gap (alpha / beta) in eV: 2.538 / 8.701

CARTESIAN COORDINATES (ANGSTROEM)
O: -0.88329 0.33742 -2.14949
C: -0.13270 0.30543 -1.15011
N: 0.05463 -0.93396 -0.49706
C: 0.06938 -0.97921 0.95277
O: -1.02775 -0.27425 1.54513
C: 0.65163 1.43653 -0.56542
H: -0.57373 -1.66665 -0.80661
H: 1.06996 -0.67094 1.30806
H: 0.04547 -1.97672 1.41476
H: -1.79184 -0.70632 1.17060
H: 0.90984 2.17692 -1.33143
H: 1.44302 0.87062 -0.08230
H: 0.16539 2.08112 0.19110


[5]
Formula: C3H7NO2
Source: the OMol25 dataset
Level of theory: ωB97M-V/def2-TZVPD

Summary:
M in g/mol: 89.09
Energy above the lowest of the compared OMol25 structures with the same formula, charge and spin in kcal/mol: 170.7
Calculated total energy in eV: -8803.12636
E_HOMO in eV: -8.77
Lowest unoccupied orbital energy in eV: 0.7
HOMO-LUMO gap in eV: 9.499

CARTESIAN COORDINATES (ANGSTROEM)
C: 1.77165 0.87392 0.60347
C: -0.13499 -0.35143 -0.04337
C: -1.38144 -0.59408 0.72554
H: 2.11510 0.25262 -0.30523
H: 2.50500 0.94949 1.33717
H: 1.51186 1.95809 0.03184
H: -2.15087 -0.21575 -0.03889
H: -1.72167 -1.74653 0.77538
H: -1.40645 0.18307 1.85600
H: -0.68978 -0.19705 -2.74625
N: -0.07602 -0.15571 -1.29327
O: 0.67509 -0.06952 0.96523
O: -1.01748 -0.88712 -1.86763


[6]
Formula: C3H7NO2
Source: the OMol25 dataset
Level of theory: ωB97M-V/def2-TZVPD

Summary:
SMILES: NC(=O)O.C=C
M in g/mol: 89.09
Energy above the lowest of the compared OMol25 structures with the same formula, charge and spin in kcal/mol: 30.1
Calculated total energy in eV: -8809.22404
E_HOMO in eV: -10.04
Lowest unoccupied orbital energy in eV: 0.5
HOMO-LUMO gap in eV: 10.500

CARTESIAN COORDINATES (ANGSTROEM)
N: -1.34788 1.02061 -1.22465
C: -0.00232 1.04774 -1.56478
O: 0.85412 1.46497 -0.84608
O: 0.24995 0.59041 -2.81590
H: -1.52631 1.35296 -0.28690
H: -1.90358 0.19734 -1.37823
H: -0.59444 0.35965 -3.19022
C: 0.47160 -0.38877 1.96219
C: 0.91533 -1.63358 1.83878
H: 0.27946 0.06197 2.92744
H: 0.31883 0.21552 1.07874
H: 1.17988 -2.28374 2.66044
H: 1.10536 -2.00507 0.83916


- Number 4 is which compound?
  C3H7NO2


- Look up the calculated total energy of the fourth one.
  -8807.56242 eV


- Which value of M does entry 5 give?
  89.09 g/mol


- Which value of calculated total energy does entry 2 give?
  -6757.07983 eV